Molecular formula: CHF2N
Method: DFT, wB97M-V/def2-TZVPD

## Properties
Net charge: 0
HOMO-LUMO gap (alpha / beta) in eV: 10.0 / 10.0
Highest occupied orbital energy (alpha / beta) in eV: -11.6 / -11.7
Calculated total energy in a.u.: -293.056217
Energy above the lowest of the compared OMol25 structures with the same formula, charge and spin in kcal/mol: 80.7
F_max in eV/Å: 3.9

Bonds (Å) are listed after each position.
Element x y z (Å)
1 F -1.250 -1.064 -0.003  C4 1.245
2 F -0.930 1.751 -0.020  no bonds
3 N 0.894 -0.528 0.014  C4 1.185, H5 0.943
4 C -0.268 -0.301 0.063  F1 1.245, N3 1.185
5 H 1.554 0.142 -0.054  N3 0.943

And the natural (NBO) charges, in e, turn out to be: F -0.22; F -0.60; N -0.61; C 1.01; H 0.41